[1]
Formula: C18H21N3O2S
Source: the Open Molecules 2025 dataset
Level of theory: ωB97M-V with the def2-TZVPD basis set

Output
HOMO level: -7.629 eV
Energy: -1411.44247 hartree
Energy relative to the best compared isomer or geometry (same formula, charge and spin): 42.8 kcal per mole
Structure (SMILES): CCOc1c2ccc(C(=O)NCCc3cccs3)cc2nn1CC
Molecular weight: 343.45 g/mol

Positions of all 45 atoms, in Å:
C 5.431 -1.425 -1.433
C 3.953 -1.151 -1.207
O 3.527 -1.957 -0.121
C 2.244 -1.826 0.281
C 1.131 -1.090 -0.143
C 0.820 -0.179 -1.171
C -0.449 0.315 -1.240
C -1.451 -0.049 -0.306
C -2.791 0.574 -0.495
O -3.232 0.869 -1.589
N -3.489 0.779 0.656
C -4.673 1.599 0.669
C -4.358 3.045 1.105
C -3.309 3.631 0.224
C -3.460 4.259 -0.971
C -2.230 4.595 -1.582
C -1.159 4.214 -0.845
S -1.628 3.438 0.615
C -1.186 -0.940 0.704
C 0.109 -1.474 0.793
N 0.577 -2.349 1.684
N 1.856 -2.537 1.358
C 2.675 -3.460 2.098
C 2.792 -4.796 1.372
H 5.583 -2.477 -1.660
H 5.997 -1.176 -0.540
H 5.792 -0.826 -2.264
H 3.790 -0.092 -0.967
H 3.374 -1.405 -2.104
H 1.560 0.122 -1.896
H -0.730 1.006 -2.019
H -3.002 0.666 1.532
H -5.060 1.600 -0.353
H -5.416 1.160 1.342
H -4.014 3.042 2.142
H -5.272 3.637 1.042
H -4.419 4.473 -1.408
H -2.153 5.094 -2.532
H -0.116 4.335 -1.060
H -1.938 -1.269 1.404
H 2.195 -3.592 3.070
H 3.664 -3.014 2.227
H 1.806 -5.229 1.226
H 3.396 -5.484 1.958
H 3.263 -4.655 0.403

Forces on the atoms, in the same order (eV/Å):
C -0.430 -0.006 0.167
C 0.250 0.263 -0.405
O -0.305 -0.203 0.356
C 0.031 -0.026 0.109
C -0.075 -0.312 0.384
C -0.197 0.260 -0.246
C 0.370 0.069 -0.305
C 0.170 -0.430 0.333
C -0.173 -0.122 0.154
O 0.118 0.047 -0.140
N -0.127 -0.124 0.313
C -0.236 0.161 0.032
C -0.043 -0.348 -0.182
C 0.382 0.128 0.204
C -0.050 -0.040 0.251
C 0.174 0.020 -0.098
C 0.127 -0.169 0.310
S -0.421 0.331 -0.417
C -0.372 0.331 -0.268
C 1.137 -0.170 -0.267
N -0.735 -0.167 0.494
N 0.192 0.595 -0.626
C 0.276 -0.475 0.140
C -0.025 0.191 0.081
H 0.046 -0.084 -0.053
H 0.083 0.041 0.054
H 0.057 0.053 -0.086
H -0.045 -0.129 -0.022
H 0.014 0.054 0.130
H 0.011 0.055 -0.066
H -0.007 0.050 -0.068
H 0.069 -0.019 -0.140
H -0.040 -0.010 0.176
H -0.007 0.024 -0.099
H -0.119 0.052 0.049
H 0.014 0.026 0.094
H -0.221 0.005 -0.059
H 0.054 0.083 -0.158
H 0.200 0.074 -0.115
H -0.136 -0.016 0.076
H 0.087 0.133 -0.105
H -0.137 -0.009 0.069
H -0.071 -0.052 -0.010
H 0.065 -0.100 0.040
H 0.045 -0.036 -0.080

---

[2]
Formula: C18H21N3O3S
Source: the Open Molecules 2025 dataset
Level of theory: ωB97M-V with the def2-TZVPD basis set

Output
HOMO level: -8.946 eV
Energy: -1486.75927 hartree
Energy relative to the best compared isomer or geometry (same formula, charge and spin): 13.0 kcal per mole
Structure (SMILES): O=C(CSc1nc(O)cc(=O)n1-c1ccccc1)NC1CCCCC1
Molecular weight: 359.45 g/mol

Positions of all 46 atoms, in Å:
O -1.700 -3.129 -1.169
C -1.158 -2.062 -1.351
C 0.127 -1.935 -2.172
S 1.584 -1.560 -1.140
C 1.554 0.189 -1.062
N 0.559 0.842 -1.593
C 0.563 2.197 -1.497
O -0.481 2.817 -2.061
C 1.544 2.888 -0.854
C 2.644 2.199 -0.254
O 3.578 2.679 0.344
N 2.577 0.779 -0.423
C 3.645 0.001 0.119
C 4.586 -0.561 -0.732
C 5.629 -1.295 -0.198
C 5.737 -1.456 1.173
C 4.800 -0.882 2.016
C 3.750 -0.149 1.493
N -1.606 -0.880 -0.899
C -2.752 -0.729 -0.027
C -3.707 0.324 -0.590
C -4.917 0.484 0.326
C -4.473 0.875 1.732
C -3.514 -0.169 2.296
C -2.304 -0.334 1.382
H 0.050 -1.151 -2.923
H 0.350 -2.895 -2.635
H -1.046 2.163 -2.496
H 1.514 3.961 -0.785
H 4.499 -0.418 -1.798
H 6.363 -1.735 -0.856
H 6.556 -2.025 1.586
H 4.888 -1.000 3.085
H 3.020 0.312 2.140
H -1.033 -0.061 -1.076
H -3.247 -1.705 0.004
H -4.028 0.030 -1.592
H -3.181 1.280 -0.666
H -5.587 1.245 -0.080
H -5.465 -0.459 0.366
H -5.344 0.968 2.383
H -3.975 1.847 1.699
H -3.184 0.128 3.293
H -4.031 -1.127 2.384
H -1.634 -1.099 1.777
H -1.751 0.609 1.331

Forces on the atoms, in the same order (eV/Å):
O -0.133 -0.520 0.069
C 0.352 0.319 -0.341
C 0.160 0.099 0.287
S -0.004 -0.381 -0.075
C -0.505 -0.117 -0.303
N -0.028 0.105 -0.233
C 0.543 -0.161 0.312
O -0.033 0.177 -0.008
C -0.369 0.229 -0.202
C -0.226 0.145 -0.142
O 0.114 0.078 0.077
N 0.063 0.010 0.037
C 0.457 -0.237 0.207
C -0.095 0.167 0.088
C 0.045 -0.045 -0.038
C 0.040 -0.028 -0.006
C -0.047 0.005 0.063
C -0.057 -0.020 -0.143
N -0.238 0.361 0.164
C 0.082 0.082 0.023
C -0.213 -0.385 0.077
C 0.154 0.336 -0.003
C -0.178 -0.283 0.040
C 0.158 0.314 0.004
C -0.249 -0.341 0.012
H -0.032 -0.063 -0.057
H -0.027 0.069 0.043
H 0.150 -0.038 0.075
H 0.030 0.122 0.025
H -0.024 0.023 -0.094
H 0.061 -0.041 -0.053
H 0.068 -0.049 0.035
H 0.009 -0.010 0.088
H -0.070 0.063 0.044
H -0.042 -0.221 -0.067
H 0.001 0.119 0.023
H 0.075 0.024 -0.048
H 0.070 0.091 -0.048
H -0.077 -0.060 -0.017
H -0.084 -0.043 -0.023
H -0.001 0.091 0.028
H 0.002 0.087 0.027
H -0.033 -0.082 0.049
H -0.030 -0.069 0.067
H 0.080 0.026 -0.043
H 0.080 0.053 -0.020

---

[3]
Formula: C18H21N3O4S2
Source: the Open Molecules 2025 dataset
Level of theory: ωB97M-V with the def2-TZVPD basis set

Output
HOMO level: -8.326 eV
Energy: -1960.12686 hartree
Energy relative to the best compared isomer or geometry (same formula, charge and spin): 40.3 kcal per mole
Structure (SMILES): O=S1(=O)Nc2ccccc2-c2ccccc21.CNC(=O)[C@H](CS)NC(C)=O
Molecular weight: 407.52 g/mol

Positions of all 48 atoms, in Å:
O -4.122 3.842 -1.235
S -3.492 3.765 0.089
O -4.361 4.341 1.123
N -2.069 4.658 0.046
C -0.851 4.048 -0.192
C 0.173 4.912 -0.595
C 1.466 4.441 -0.817
C 1.737 3.089 -0.641
C 0.724 2.218 -0.240
C -0.597 2.664 0.003
C -1.656 1.702 0.439
C -1.360 0.367 0.793
C -2.352 -0.538 1.179
C -3.682 -0.129 1.229
C -4.006 1.185 0.899
C -3.004 2.085 0.512
H -2.248 5.520 -0.442
H -0.028 5.969 -0.724
H 2.254 5.121 -1.126
H 2.736 2.705 -0.827
H 1.009 1.179 -0.141
H -0.345 0.002 0.791
H -2.085 -1.556 1.444
H -4.461 -0.823 1.530
H -5.043 1.512 0.944
C 0.370 -4.220 1.896
N 0.808 -2.853 2.181
C 1.466 -2.022 1.367
O 1.760 -0.900 1.763
C 1.879 -2.478 -0.047
C 3.258 -3.153 -0.010
S 3.655 -3.878 -1.627
N 1.930 -1.337 -0.969
C 1.275 -1.163 -2.115
C 0.318 -2.225 -2.618
O 1.427 -0.133 -2.752
H -0.462 -4.209 1.189
H 0.036 -4.696 2.820
H 1.189 -4.811 1.482
H 0.600 -2.470 3.093
H 1.151 -3.209 -0.393
H 4.014 -2.409 0.252
H 3.267 -3.939 0.746
H 4.929 -4.196 -1.366
H 2.520 -0.567 -0.698
H 0.862 -3.153 -2.785
H -0.113 -1.887 -3.559
H -0.478 -2.370 -1.891

Forces on the atoms, in the same order (eV/Å):
O 1.351 -0.719 1.187
S -3.142 1.588 -0.426
O 1.685 -1.134 -0.756
N -1.335 -1.503 0.712
C 1.247 -0.412 -0.244
C 0.731 -0.389 -0.101
C -0.505 -0.076 0.135
C -0.339 -0.215 0.113
C 0.060 0.737 -0.169
C 0.361 -0.018 -0.038
C 0.157 0.152 -0.084
C -0.461 -0.221 0.080
C 0.205 0.775 -0.252
C -0.032 0.383 -0.126
C -0.080 0.151 -0.032
C 0.410 0.267 0.028
H -0.029 0.253 -0.095
H -0.138 -0.070 0.032
H -0.167 -0.053 0.035
H -0.178 0.010 0.029
H -0.320 -0.023 0.102
H 0.178 0.208 -0.037
H 0.035 0.114 -0.025
H 0.070 0.156 -0.056
H 0.245 0.036 -0.009
C 0.092 0.343 -0.160
N -0.490 -1.194 0.303
C 0.670 1.216 0.024
O 0.101 -0.073 -0.483
C 0.164 0.223 -0.528
C 0.110 -0.052 0.464
S -0.171 0.009 -0.157
N 0.289 -1.059 2.020
C -1.023 0.631 -1.700
C 0.305 0.101 0.161
O 0.153 0.088 0.014
H -0.007 -0.171 0.014
H 0.089 0.144 -0.131
H -0.100 -0.038 0.036
H 0.100 0.063 -0.146
H -0.099 0.068 -0.261
H -0.107 -0.025 0.029
H 0.021 0.042 0.046
H -0.036 0.026 0.097
H 0.057 0.043 0.099
H -0.130 -0.212 0.045
H 0.121 0.043 0.165
H -0.119 -0.214 0.050

---

[4]
Formula: C18H21O8P
Source: the Open Molecules 2025 dataset
Level of theory: ωB97M-V with the def2-TZVPD basis set

Output
HOMO level: -7.891 eV
Energy: -1641.23896 hartree
Energy relative to the best compared isomer or geometry (same formula, charge and spin): 379.2 kcal per mole
Molecular weight: 396.33 g/mol

Positions of all 48 atoms, in Å:
C 2.853 -6.242 -0.726
H 2.617 -6.135 0.288
H 3.801 -5.681 -0.957
H 2.896 -7.219 -1.207
O 2.153 -5.479 -1.626
C 1.663 -4.369 -1.091
C 2.396 -3.598 -0.159
C 1.900 -2.168 -0.175
C 0.691 -1.728 -0.694
C -0.034 -2.535 -1.370
C 0.188 -3.902 -1.737
O -0.410 -4.765 -2.599
P -0.276 -6.209 -2.047
O -0.501 -6.552 -0.590
O 0.468 -7.076 -3.130
H 0.100 -7.086 -3.819
O -1.803 -6.533 -2.547
H -2.591 -6.459 -1.933
H -1.110 -2.138 -1.866
C 0.077 -0.437 -0.259
C 0.809 0.583 0.263
C 0.126 1.779 0.671
C 0.925 2.810 1.315
C 0.529 4.018 1.714
C -0.698 4.630 0.884
C -1.451 3.741 0.427
C -0.821 2.379 0.227
H -1.759 1.748 -0.480
O -2.624 4.045 0.080
C -3.437 3.353 -0.724
H -4.395 3.985 -1.144
H -3.710 2.458 -0.384
H -2.983 3.068 -1.721
O -0.929 5.831 1.418
C -2.173 5.952 2.183
H -2.561 7.089 2.299
H -2.086 5.554 2.984
H -3.224 5.516 1.868
O 1.506 4.830 2.285
C 1.158 6.044 2.699
H 1.074 6.851 2.038
H 2.088 6.308 3.308
H 0.528 6.132 3.440
H 2.152 2.481 1.728
H 1.720 0.340 0.669
H -0.759 -0.037 -0.723
H 2.544 -1.490 0.692
H 3.372 -3.686 0.226

Forces on the atoms, in the same order (eV/Å):
C 4.170 -0.002 -2.410
H -0.915 -0.241 1.315
H 0.593 -1.582 1.431
H 0.085 -0.255 0.856
O -4.262 -0.038 -1.069
C -2.707 2.779 -1.004
C -4.125 4.243 -3.282
C 2.825 -1.134 4.429
C 3.655 3.946 4.810
C -8.556 -6.509 -7.567
C 6.945 3.004 3.975
O 1.633 3.400 0.425
P -6.405 -4.485 2.666
O 3.228 1.047 -1.764
O 9.372 0.466 16.730
H -8.682 -0.430 -16.349
O -1.670 -0.793 -0.794
H 2.150 -0.085 -0.804
H 2.867 -0.863 1.510
C 3.995 1.320 -0.640
C -3.437 -2.861 0.131
C 10.155 -0.529 3.226
C 5.390 -2.672 3.399
C -0.101 1.731 -3.594
C 7.507 2.315 7.703
C 1.828 -7.183 -2.332
C -15.971 3.158 -6.968
H 3.081 1.410 1.917
O -3.949 2.618 -0.169
C -1.888 2.390 -6.048
H 2.309 -1.242 1.802
H -1.652 -3.437 1.980
H 0.145 0.540 0.762
O -3.642 2.043 -0.634
C -4.298 6.726 -9.710
H 1.808 -2.389 -0.246
H 1.880 -4.629 10.410
H 2.464 0.294 -0.753
O -1.288 -3.755 -1.954
C 6.027 2.821 1.192
H -0.382 0.730 -1.613
H -0.588 0.229 -0.710
H -4.347 -0.129 3.454
H -3.916 0.949 -1.230
H 2.212 0.162 0.822
H -2.321 -0.416 -0.718
H -2.054 -1.731 -2.932
H 0.832 -0.933 0.349